The following is a quantum chemistry calculation of C5H9NO in the gas phase at a distorted geometry, from OMol25.

Last column: Löwdin charge in e.
Atoms and positions in Å:
C (-0.69, 1.54, -0.21)  -0.144
N (-0.92, 0.17, 0.20)  -0.272
C (-0.42, -0.76, -0.85)  -0.220
C (1.08, -0.70, -0.67)  -0.130
C (1.20, -0.64, 0.92)  -0.243
O (2.13, -1.20, 1.51)  0.041
C (-0.34, -0.20, 1.42)  -0.094
H (-1.09, 1.67, -1.27)  0.095
H (-1.45, 2.20, 0.41)  0.114
H (0.34, 2.06, -0.23)  0.103
H (-0.76, -1.87, -0.71)  0.143
H (-0.71, -0.48, -1.89)  0.121
H (1.27, 0.30, -1.14)  0.103
H (1.73, -1.54, -1.18)  0.155
H (-0.85, -1.14, 1.58)  0.118
H (-0.51, 0.58, 2.11)  0.108

Properties
spin multiplicity	1
energy relative to the best compared isomer or geometry (same formula, charge and spin)	64.24	kcal/mol
SMILES string	CN1CCC(=O)C1
strongest force on any atom	3.615	eV Å⁻¹
HOMO energy	-8.55	eV
E_tot	-8866.427	eV
net charge	0

=====

The following is a quantum chemistry calculation of 2 unconnected molecules or ions with the total composition C8H19B2Cl6N2O2 at a distorted geometry, from OMol25.

Last column: Löwdin charge in e.
Atoms and positions in Å:
C (-1.23, 0.54, 1.70)  -0.111
C (-0.15, -0.34, 2.42)  -0.114
B (0.34, -1.51, 1.52)  -0.507
O (-0.29, -2.72, 1.53)  0.191
N (1.50, -1.46, 0.50)  0.130
B (0.91, -1.48, -0.94)  -0.592
O (1.58, -2.24, -1.84)  0.232
N (-0.31, -0.79, -1.21)  -0.092
C (-1.34, -1.74, -1.71)  -0.029
C (-0.13, 0.34, -2.16)  -0.039
C (2.55, -0.41, 0.74)  -0.626
Cl (3.24, -0.67, 2.34)  0.753
C (2.06, 1.03, 0.38)  -0.656
C (2.85, 1.61, -0.81)  -0.097
Cl (2.39, 2.14, 1.77)  0.665
H (-2.20, 0.09, 1.84)  0.069
H (-1.05, 0.63, 0.65)  -0.019
H (-1.23, 1.51, 2.18)  0.086
H (0.62, 0.28, 2.85)  0.060
H (-0.66, -0.80, 3.26)  0.117
H (0.12, -3.35, 2.15)  0.152
H (2.00, -2.35, 0.57)  0.181
H (2.31, -1.80, -2.32)  0.145
H (-1.00, -2.25, -2.61)  0.099
H (-2.25, -1.20, -1.96)  0.082
H (-1.56, -2.51, -0.97)  0.095
H (0.92, 0.44, -2.44)  0.079
H (-0.69, 0.19, -3.07)  0.104
H (-0.49, 1.26, -1.69)  0.061
H (3.37, -0.63, 0.07)  0.104
H (0.99, 1.10, 0.26)  0.069
H (2.15, 2.18, -1.41)  0.082
H (3.35, 0.85, -1.39)  0.083
H (3.57, 2.33, -0.44)  0.066
C (-4.46, 2.35, 0.05)  -2.034
Cl (-5.58, 2.76, -1.24)  0.552
Cl (-3.07, 1.46, -0.63)  0.571
Cl (-3.88, 3.82, 0.83)  0.543
Cl (-5.27, 1.32, 1.24)  0.543

Properties
spin multiplicity	1
strongest force on any atom	1.475	eV Å⁻¹
HOMO energy	-13.01	eV
E_tot	-92163.099	eV
net charge	+1

=====

The following is a quantum chemistry calculation of 12 unconnected molecules or ions with the total composition C34H37F11O36P2 at a distorted geometry, from OMol25.

Last column: Löwdin charge in e.
Atoms and positions in Å:
O (10.06, -2.75, -0.68)  -0.530
P (9.27, -2.00, -1.78)  0.595
P (7.25, -2.92, -1.87)  0.943
C (6.04, -1.43, -1.73)  -0.735
O (5.80, -1.08, -0.51)  -0.101
O (5.52, -0.80, -2.84)  -0.164
H (9.16, -0.59, -1.49)  0.021
H (9.93, -2.18, -3.04)  0.012
H (7.09, -3.83, -0.75)  0.033
H (7.05, -3.68, -3.08)  0.004
C (12.04, 1.53, 1.75)  -0.065
C (10.54, 1.52, 1.78)  -0.322
O (10.20, 1.70, 0.42)  0.139
C (11.23, 1.15, -0.29)  -0.533
O (11.17, 0.87, -1.46)  0.129
O (12.32, 0.95, 0.49)  0.082
F (10.06, 2.57, 2.48)  0.085
H (12.45, 2.54, 1.80)  0.150
H (12.47, 0.93, 2.56)  0.146
H (10.10, 0.59, 2.15)  0.179
C (3.66, 0.87, -0.36)  -0.076
C (2.19, 1.01, -0.57)  -0.309
O (1.78, 1.81, 0.52)  0.130
C (2.86, 2.58, 0.82)  -0.531
O (2.81, 3.57, 1.50)  0.158
O (4.00, 2.11, 0.25)  0.086
F (1.57, -0.20, -0.47)  0.069
H (3.91, 0.05, 0.32)  0.133
H (4.20, 0.72, -1.30)  0.116
H (1.91, 1.49, -1.51)  0.147
C (-0.86, -2.02, -0.50)  -0.080
C (-2.35, -2.03, -0.48)  -0.310
O (-2.70, -1.84, -1.84)  0.144
C (-1.68, -2.39, -2.55)  -0.513
O (-1.74, -2.67, -3.72)  0.152
O (-0.57, -2.60, -1.77)  0.085
F (-2.83, -0.97, 0.23)  0.061
H (-0.44, -1.02, -0.46)  0.119
H (-0.43, -2.62, 0.30)  0.141
H (-2.80, -2.96, -0.11)  0.178
C (-0.86, -5.74, -4.35)  -0.071
C (-0.44, -6.50, -5.56)  -0.321
O (0.02, -7.73, -5.03)  0.140
C (-0.70, -7.91, -3.88)  -0.528
O (-0.79, -8.96, -3.30)  0.156
O (-1.32, -6.76, -3.48)  0.075
F (0.60, -5.89, -6.19)  0.078
H (-0.03, -5.20, -3.88)  0.151
H (-1.66, -5.02, -4.57)  0.131
H (-1.24, -6.69, -6.28)  0.177
C (-6.60, 0.92, 0.43)  -0.057
C (-5.45, 1.08, 1.38)  -0.314
O (-6.04, 0.86, 2.64)  0.143
C (-7.08, 0.02, 2.42)  -0.527
O (-7.65, -0.60, 3.28)  0.167
O (-7.40, -0.05, 1.09)  0.064
F (-4.97, 2.35, 1.34)  0.069
H (-7.18, 1.84, 0.31)  0.150
H (-6.29, 0.57, -0.55)  0.149
H (-4.64, 0.37, 1.22)  0.161
C (0.47, -0.23, 4.19)  -0.062
C (-0.13, -1.11, 3.14)  -0.323
O (0.87, -2.08, 2.93)  0.133
C (1.53, -2.19, 4.12)  -0.526
O (2.25, -3.10, 4.41)  0.171
O (1.25, -1.14, 4.94)  0.080
F (-0.31, -0.43, 1.98)  0.073
H (1.12, 0.55, 3.77)  0.150
H (-0.29, 0.25, 4.81)  0.145
H (-1.06, -1.60, 3.43)  0.178
C (-1.27, -9.09, 0.79)  -0.065
C (0.12, -8.70, 1.16)  -0.324
O (0.32, -7.50, 0.44)  0.142
C (-0.91, -6.93, 0.32)  -0.526
O (-1.10, -5.79, 0.01)  0.150
O (-1.90, -7.83, 0.61)  0.079
F (1.01, -9.62, 0.72)  0.081
H (-1.32, -9.65, -0.14)  0.148
H (-1.77, -9.66, 1.57)  0.143
H (0.27, -8.52, 2.23)  0.176
C (-3.78, 5.50, 1.81)  -0.065
C (-3.89, 6.29, 3.07)  -0.316
O (-3.77, 7.63, 2.62)  0.124
C (-4.26, 7.63, 1.35)  -0.528
O (-4.56, 8.62, 0.74)  0.173
O (-4.36, 6.36, 0.85)  0.084
F (-2.86, 6.03, 3.91)  0.074
H (-2.74, 5.29, 1.53)  0.142
H (-4.32, 4.55, 1.86)  0.124
H (-4.84, 6.17, 3.59)  0.178
C (-10.68, -0.94, 0.91)  -0.077
C (-12.18, -0.94, 0.94)  -0.325
O (-12.53, -0.76, -0.42)  0.140
C (-11.50, -1.31, -1.13)  -0.529
O (-11.57, -1.59, -2.29)  0.169
O (-10.40, -1.52, -0.35)  0.075
F (-12.65, 0.11, 1.65)  0.078
H (-10.26, 0.07, 0.95)  0.141
H (-10.25, -1.53, 1.72)  0.144
H (-12.62, -1.87, 1.31)  0.177
C (-0.31, 8.66, 2.09)  -0.068
C (-0.02, 7.28, 2.58)  -0.328
O (1.38, 7.31, 2.83)  0.145
C (1.66, 8.60, 3.15)  -0.526
O (2.68, 8.96, 3.67)  0.169
O (0.64, 9.44, 2.80)  0.078
F (-0.27, 6.36, 1.62)  0.073
H (-0.13, 8.77, 1.02)  0.151
H (-1.32, 8.98, 2.32)  0.137
H (-0.54, 7.01, 3.50)  0.166
C (2.71, 3.72, -4.50)  -0.064
C (2.14, 2.35, -4.32)  -0.306
O (0.77, 2.59, -4.09)  0.139
C (0.49, 3.75, -4.76)  -0.526
O (-0.62, 4.13, -5.02)  0.176
O (1.63, 4.42, -5.10)  0.079
F (2.66, 1.75, -3.22)  0.059
H (2.97, 4.20, -3.56)  0.151
H (3.58, 3.72, -5.15)  0.146
H (2.25, 1.69, -5.19)  0.181

Properties
spin multiplicity	1
strongest force on any atom	7.452	eV Å⁻¹
HOMO energy	-10.30	eV
E_tot	-158035.655	eV
net charge	0

=====

The following is a quantum chemistry calculation of C2H3Cl3NO2P in the gas phase at a distorted geometry, from OMol25.

Last column: Löwdin spin population.
Atoms and positions in Å:
C (-0.24, -0.08, 0.03)  0.054
C (-2.55, -0.26, -0.01)  0.002
N (0.99, -0.75, -0.13)  0.706
O (-0.28, 1.05, 0.43)  0.139
O (-1.30, -0.75, -0.33)  0.001
P (2.38, 0.04, 0.00)  0.299
Cl (3.65, -1.45, 0.01)  0.166
Cl (2.79, 1.30, 1.51)  0.212
Cl (2.80, 1.34, -1.56)  0.419
H (-2.36, 0.86, 0.24)  0.000
H (-2.87, -0.87, 0.76)  0.001
H (-3.02, -0.43, -0.94)  0.001

Properties
spin multiplicity	3
strongest force on any atom	4.415	eV Å⁻¹
HOMO energy (spin up / spin down)	-5.41 / -10.93	eV
E_tot	-54560.501	eV
net charge	0

=====

The following is a quantum chemistry calculation of 11 unconnected molecules or ions with the total composition C55H111F2N12O9S2 at a distorted geometry, from OMol25.

Last column: Löwdin charge in e.
Atoms and positions in Å:
C (-1.03, 0.28, -0.32)  -0.062
C (0.40, 0.21, 0.21)  -0.620
C (0.39, -0.43, 1.59)  -0.103
O (1.44, -0.29, -0.55)  -0.286
H (-1.61, -0.63, -0.50)  0.051
H (-0.98, 0.79, -1.32)  0.046
H (-1.62, 1.12, 0.09)  0.071
H (0.57, 1.29, 0.38)  0.086
H (-0.40, -0.25, 2.33)  0.056
H (1.35, -0.20, 2.07)  0.034
H (0.22, -1.50, 1.51)  0.038
C (2.92, 3.00, -5.08)  -0.038
C (2.91, 2.71, -3.58)  -0.131
N (4.20, 2.22, -3.04)  -0.019
C (4.33, 1.04, -2.35)  -0.025
C (5.64, 0.90, -2.09)  -0.042
N (6.31, 1.97, -2.63)  -0.071
C (5.39, 2.75, -3.18)  -0.021
C (7.75, 2.30, -2.58)  0.047
H (2.25, 3.86, -5.20)  0.095
H (2.57, 2.19, -5.72)  0.074
H (3.89, 3.33, -5.46)  0.074
H (2.13, 2.01, -3.30)  0.113
H (2.68, 3.64, -3.04)  0.133
H (3.52, 0.49, -1.87)  0.115
H (6.22, 0.24, -1.46)  0.123
H (5.54, 3.66, -3.74)  0.183
H (8.17, 1.91, -3.51)  0.109
H (8.16, 1.68, -1.78)  0.096
H (7.97, 3.32, -2.31)  0.108
C (3.45, 3.21, 0.26)  -0.037
C (2.93, 2.83, 1.62)  -0.153
N (3.81, 1.83, 2.21)  -0.038
C (3.84, 0.53, 1.83)  -0.022
C (4.79, -0.09, 2.57)  -0.010
N (5.29, 0.89, 3.39)  -0.094
C (4.76, 2.05, 3.12)  -0.010
C (6.31, 0.61, 4.43)  0.042
H (3.28, 2.33, -0.36)  0.054
H (4.53, 3.36, 0.33)  0.087
H (2.85, 4.04, -0.10)  0.087
H (1.88, 2.51, 1.60)  0.119
H (2.82, 3.68, 2.30)  0.143
H (3.12, 0.26, 1.04)  0.116
H (5.08, -1.11, 2.73)  0.123
H (5.00, 3.06, 3.41)  0.184
H (6.79, 1.57, 4.64)  0.108
H (7.09, -0.03, 4.02)  0.103
H (5.88, 0.20, 5.33)  0.090
C (6.90, -2.46, -3.19)  -0.074
C (6.69, -2.80, -1.73)  -0.144
N (5.24, -2.80, -1.35)  -0.034
C (4.15, -2.66, -2.17)  -0.008
C (3.06, -2.83, -1.41)  -0.011
N (3.47, -2.94, -0.12)  -0.048
C (4.80, -3.00, -0.11)  -0.022
C (2.46, -3.09, 0.90)  0.020
H (6.43, -3.23, -3.81)  0.090
H (7.96, -2.52, -3.42)  0.095
H (6.47, -1.53, -3.56)  0.065
H (7.25, -2.24, -0.99)  0.122
H (6.95, -3.86, -1.65)  0.138
H (4.28, -2.53, -3.23)  0.131
H (2.00, -2.73, -1.59)  0.108
H (5.38, -2.99, 0.79)  0.161
H (1.49, -3.32, 0.47)  0.083
H (2.33, -2.20, 1.49)  0.071
H (2.63, -3.97, 1.53)  0.115
C (-7.67, -4.34, -0.14)  -0.071
C (-7.21, -3.12, -0.89)  -0.146
N (-6.87, -2.03, 0.04)  -0.042
C (-7.75, -1.26, 0.75)  0.006
C (-6.98, -0.48, 1.54)  -0.020
N (-5.67, -0.70, 1.24)  -0.055
C (-5.64, -1.62, 0.28)  -0.037
C (-4.45, -0.12, 1.87)  0.051
H (-7.99, -5.13, -0.83)  0.094
H (-8.58, -4.19, 0.45)  0.084
H (-6.99, -4.83, 0.55)  0.082
H (-7.90, -2.66, -1.60)  0.133
H (-6.30, -3.48, -1.36)  0.108
H (-8.81, -1.41, 0.81)  0.145
H (-7.21, 0.13, 2.40)  0.149
H (-4.73, -2.06, -0.11)  0.132
H (-4.76, 0.80, 2.37)  0.103
H (-3.76, 0.18, 1.09)  0.079
H (-4.07, -0.90, 2.52)  0.090
C (-1.94, -6.13, -5.30)  -0.064
C (-2.30, -4.85, -4.51)  -0.225
C (-1.13, -4.17, -3.84)  -0.105
N (-1.30, -2.66, -3.73)  -0.258
C (-2.46, -2.43, -2.85)  0.014
C (-1.48, -1.95, -5.03)  -0.109
C (-0.76, -0.63, -4.96)  -0.121
C (0.09, -0.68, -3.65)  -0.132
C (-0.01, -2.09, -3.14)  -0.092
H (-2.76, -6.30, -6.00)  0.081
H (-1.86, -7.03, -4.70)  0.082
H (-1.04, -5.91, -5.88)  0.076
H (-3.09, -5.10, -3.79)  0.115
H (-2.79, -4.19, -5.24)  0.106
H (-0.25, -4.24, -4.50)  0.130
H (-0.99, -4.53, -2.83)  0.137
H (-2.24, -2.85, -1.87)  0.083
H (-3.40, -2.80, -3.24)  0.111
H (-2.57, -1.35, -2.74)  0.108
H (-2.52, -1.94, -5.36)  0.138
H (-1.06, -2.60, -5.81)  0.143
H (-1.40, 0.25, -4.91)  0.101
H (-0.14, -0.42, -5.83)  0.118
H (-0.29, 0.05, -2.94)  0.077
H (1.07, -0.26, -3.88)  0.107
H (-0.12, -2.18, -2.06)  0.107
H (0.82, -2.72, -3.45)  0.123
C (4.43, -0.08, 9.50)  -0.084
C (3.64, -0.73, 8.38)  -0.228
C (2.24, -0.09, 8.29)  -0.143
N (1.35, -0.69, 7.27)  -0.281
C (0.90, -2.06, 7.57)  0.037
C (1.95, -0.59, 5.89)  -0.097
C (0.77, -0.52, 4.89)  -0.137
C (-0.42, -0.11, 5.74)  -0.138
C (0.09, 0.19, 7.13)  -0.065
H (5.34, -0.64, 9.76)  0.086
H (3.94, 0.03, 10.47)  0.089
H (4.75, 0.91, 9.17)  0.085
H (3.48, -1.82, 8.40)  0.111
H (4.18, -0.60, 7.44)  0.092
H (2.49, 0.94, 8.00)  0.140
H (1.70, -0.03, 9.23)  0.150
H (0.57, -2.05, 8.60)  0.127
H (1.73, -2.76, 7.45)  0.110
H (0.08, -2.34, 6.92)  0.117
H (2.51, -1.51, 5.76)  0.130
H (2.54, 0.31, 5.76)  0.130
H (0.67, -1.46, 4.36)  0.120
H (1.06, 0.18, 4.11)  0.086
H (-1.19, -0.88, 5.80)  0.124
H (-0.93, 0.73, 5.27)  0.115
H (-0.59, -0.15, 7.90)  0.143
H (0.37, 1.23, 7.27)  0.145
C (-6.21, 2.78, -0.04)  -0.075
C (-4.85, 2.89, -0.73)  -0.214
C (-5.14, 2.80, -2.23)  -0.131
N (-4.09, 3.37, -3.14)  -0.276
C (-2.96, 2.44, -3.28)  0.011
C (-3.59, 4.75, -2.79)  -0.097
C (-3.11, 5.39, -4.06)  -0.123
C (-3.73, 4.56, -5.22)  -0.128
C (-4.71, 3.66, -4.50)  -0.102
H (-6.71, 3.74, 0.08)  0.092
H (-6.10, 2.41, 0.98)  0.064
H (-6.81, 2.04, -0.59)  0.072
H (-4.23, 2.05, -0.42)  0.091
H (-4.32, 3.79, -0.43)  0.095
H (-6.01, 3.42, -2.44)  0.132
H (-5.24, 1.78, -2.59)  0.129
H (-2.41, 2.49, -2.34)  0.086
H (-2.34, 2.79, -4.09)  0.103
H (-3.36, 1.43, -3.34)  0.097
H (-2.94, 4.78, -1.91)  0.122
H (-4.48, 5.25, -2.39)  0.150
H (-2.04, 5.20, -4.14)  0.091
H (-3.30, 6.45, -4.11)  0.133
H (-2.94, 3.96, -5.67)  0.102
H (-4.25, 5.18, -5.95)  0.124
H (-4.86, 2.69, -4.98)  0.137
H (-5.69, 4.10, -4.35)  0.137
N (-3.38, -3.74, 0.90)  -0.273
S (-3.27, -5.21, 0.38)  0.435
O (-3.57, -6.15, 1.39)  -0.243
O (-2.23, -5.49, -0.57)  -0.287
F (-4.63, -5.27, -0.49)  -0.205
S (-1.78, -3.51, 1.27)  0.505
O (-0.92, -3.19, 0.17)  -0.312
O (-1.22, -4.19, 2.37)  -0.236
F (-2.12, -2.08, 1.90)  -0.209
C (-0.19, 4.10, -1.51)  -0.039
C (0.21, 5.53, -1.87)  -0.815
O (1.16, 6.01, -1.24)  -0.068
O (-0.38, 6.07, -2.81)  -0.055
H (-0.08, 3.48, -2.42)  0.053
H (-1.24, 4.04, -1.19)  0.041
H (0.36, 3.70, -0.66)  0.046
C (-1.43, 2.39, 2.82)  -0.053
C (-2.64, 3.30, 2.55)  -0.754
O (-2.75, 3.85, 1.39)  -0.105
O (-3.40, 3.47, 3.53)  -0.074
H (-0.76, 2.90, 3.54)  0.070
H (-0.77, 2.23, 1.95)  0.031
H (-1.67, 1.39, 3.20)  0.041

Properties
spin multiplicity	1
energy relative to the best compared isomer or geometry (same formula, charge and spin)	0.00	kcal/mol
strongest force on any atom	5.046	eV Å⁻¹
HOMO energy	-11.31	eV
E_tot	-122220.582	eV
net charge	+3

=====

The following is a quantum chemistry calculation of C4H10O in the gas phase at a distorted geometry, from OMol25.

Last column: Löwdin charge in e.
Atoms and positions in Å:
C (-1.60, 0.16, -1.31)  -0.095
O (-0.21, 0.10, -1.08)  -0.172
C (0.21, 0.25, 0.24)  -0.524
C (1.64, 0.74, 0.24)  -0.060
C (0.09, -1.07, 1.00)  -0.057
H (-2.11, -0.70, -0.85)  0.080
H (-1.74, 0.12, -2.36)  0.075
H (-2.03, 1.10, -0.87)  0.102
H (-0.37, 1.00, 0.73)  0.125
H (2.09, 0.65, 1.25)  0.088
H (1.71, 1.80, -0.15)  0.098
H (2.23, 0.11, -0.42)  0.080
H (-0.93, -1.51, 0.89)  0.073
H (0.76, -1.87, 0.60)  0.094
H (0.24, -0.88, 2.09)  0.092

Properties
spin multiplicity	1
energy relative to the best compared isomer or geometry (same formula, charge and spin)	16.88	kcal/mol
SMILES string	COC(C)C
strongest force on any atom	1.491	eV Å⁻¹
HOMO energy	-9.71	eV
E_tot	-6357.071	eV
net charge	0